Record 1
Formula: C13H33NO5S4
Source: the Open Molecules 2025 dataset
Level of theory: the ωB97M-V functional and the def2-TZVPD basis

ΔE to the lowest compared entry with this formula, charge and spin   0.1447 eV
Total charge   0
Multiplicity   1

Structure (XYZ):
```
56
Properties=species:S:1:pos:R:3:lowdin_charge:R:1
C -0.081 3.318 0.219 -0.16
O 0.167 2.842 1.529 -0.14
H -1.016 3.867 0.239 0.08
H 0.766 3.911 -0.149 0.07
H -0.128 2.470 -0.478 0.05
H 0.984 2.329 1.531 0.02
N -0.423 -1.489 0.865 0.03
C -0.011 -0.471 0.063 -0.15
C -0.612 -0.621 -1.157 -0.11
C -1.295 -1.866 -1.122 -0.12
C -1.161 -2.377 0.147 -0.14
H -0.259 -1.560 1.867 0.08
H 0.544 0.366 0.452 0.08
H -0.582 0.084 -1.970 0.07
H -1.892 -2.280 -1.917 0.06
H -1.644 -3.213 0.624 0.11
C 1.453 2.551 -2.833 -0.28
S 2.546 2.834 -4.225 0.80
O 2.994 1.530 -4.746 -0.54
C 1.289 3.414 -5.365 -0.27
H 0.765 1.726 -3.017 0.05
H 0.921 3.476 -2.611 0.05
H 2.084 2.286 -1.984 0.03
H 0.309 2.972 -5.193 0.05
H 1.653 3.115 -6.346 0.05
H 1.213 4.501 -5.327 0.05
C 4.473 1.444 0.041 -0.26
S 4.012 0.642 1.580 0.83
O 2.670 1.165 1.951 -0.58
C 3.710 -0.994 0.902 -0.25
H 4.296 2.503 0.220 0.05
H 3.869 1.092 -0.796 0.04
H 5.521 1.248 -0.183 0.06
H 3.046 -0.869 0.048 0.05
H 3.257 -1.607 1.676 0.05
H 4.654 -1.443 0.590 0.06
C -5.281 -3.316 -0.432 -0.27
S -4.835 -4.936 -1.042 0.79
O -6.059 -5.510 -1.646 -0.55
C -3.737 -4.414 -2.352 -0.28
H -5.903 -3.477 0.446 0.05
H -5.902 -2.821 -1.181 0.06
H -4.399 -2.714 -0.214 0.04
H -4.015 -3.518 -2.903 0.06
H -3.560 -5.238 -3.041 0.06
H -2.780 -4.276 -1.837 0.03
C 0.774 -0.198 5.773 -0.26
S 0.250 -0.029 4.067 0.83
O -0.432 -1.306 3.674 -0.56
C -1.041 1.218 4.289 -0.24
H -0.013 -0.683 6.351 0.06
H 0.926 0.810 6.161 0.06
H 1.701 -0.762 5.788 0.05
H -1.580 1.214 3.348 0.05
H -0.525 2.150 4.507 0.06
H -1.677 0.908 5.118 0.06
```

***

Record 2
Formula: C13H34BClF2NO9S3
Source: the Open Molecules 2025 dataset
Level of theory: the ωB97M-V functional and the def2-TZVPD basis

Energy   -3127.11636 hartree
Total charge   -1
Multiplicity   1

Structure (XYZ):
```
64
Properties=species:S:1:pos:R:3:lowdin_charge:R:1
C 7.013 1.809 -5.586 -0.17
N 6.423 3.114 -5.361 -0.14
C 5.039 3.217 -5.876 -0.22
B 3.879 2.899 -4.799 -1.15
F 4.100 1.605 -4.227 -0.03
Cl 3.955 4.161 -3.338 0.41
C 2.380 2.962 -5.452 -0.16
C 1.869 1.660 -6.009 -0.24
F 2.419 1.388 -7.272 -0.09
H 8.075 1.835 -5.336 0.06
H 6.516 1.078 -4.951 0.07
H 6.922 1.467 -6.631 0.07
H 6.999 3.807 -5.817 0.08
H 4.898 4.204 -6.322 0.09
H 4.898 2.486 -6.691 0.09
H 2.311 3.727 -6.232 0.10
H 1.675 3.258 -4.667 0.08
H 0.785 1.656 -6.142 0.10
H 2.141 0.823 -5.366 0.09
O 0.674 -2.074 -0.400 -0.30
S 0.604 -2.554 -1.751 0.56
O 1.217 -3.808 -2.065 -0.28
O 1.109 -1.431 -2.724 -0.25
C 2.388 -0.787 -2.436 -0.22
C 3.567 -1.633 -2.850 -0.07
C -1.076 -2.570 -2.264 -0.12
H 2.422 -0.528 -1.379 0.11
H 2.368 0.139 -3.007 0.11
H 3.664 -2.531 -2.239 0.07
H 4.475 -1.039 -2.753 0.08
H 3.465 -1.942 -3.890 0.09
H -1.516 -1.605 -2.027 0.06
H -1.567 -3.362 -1.704 0.08
H -1.107 -2.777 -3.330 0.07
O -2.263 -0.416 0.163 -0.27
S -2.166 -0.651 1.571 0.57
O -2.951 -1.705 2.144 -0.29
O -2.494 0.707 2.333 -0.26
C -3.683 1.422 1.935 -0.25
C -4.944 0.828 2.529 -0.07
C -0.498 -0.814 2.077 -0.12
H -3.726 1.460 0.846 0.11
H -3.521 2.433 2.300 0.12
H -5.155 -0.156 2.113 0.07
H -5.790 1.483 2.316 0.08
H -4.843 0.727 3.610 0.08
H 0.074 0.014 1.671 0.08
H -0.144 -1.753 1.661 0.05
H -0.469 -0.829 3.164 0.08
O -4.785 0.362 8.015 -0.28
S -3.773 -0.637 8.175 0.55
O -2.458 -0.387 7.679 -0.27
O -4.316 -2.010 7.605 -0.27
C -4.885 -1.996 6.268 -0.24
C -3.836 -1.990 5.179 -0.08
C -3.671 -1.120 9.863 -0.13
H -5.559 -1.142 6.187 0.11
H -5.486 -2.901 6.228 0.12
H -3.277 -1.055 5.166 0.07
H -4.307 -2.114 4.207 0.07
H -3.126 -2.804 5.327 0.09
H -4.671 -1.345 10.223 0.07
H -3.247 -0.277 10.403 0.08
H -3.019 -1.986 9.936 0.07
```

***

Record 3
Formula: C13H34FNO5Zr
Source: the Open Molecules 2025 dataset
Level of theory: the ωB97M-V functional and the def2-TZVPD basis

ΔE to the lowest compared entry with this formula, charge and spin   2.1954 eV
Total charge   +2
Multiplicity   1

Structure (XYZ):
```
55
Properties=species:S:1:pos:R:3:lowdin_charge:R:1
Zr 0.969 -0.377 -2.577 2.02
C -3.786 -1.231 -1.671 0.01
C -3.168 -0.213 -0.709 -0.42
C -3.990 -0.103 0.589 -0.13
C -3.830 -1.264 1.571 -0.16
C -2.342 -1.449 1.915 -0.14
C -1.371 -1.522 0.751 -0.47
N -1.744 -0.589 -0.350 0.00
O -0.854 -0.521 -1.321 -0.24
C -1.407 -2.982 0.314 0.00
C -0.010 -1.065 1.311 -0.02
C -3.106 1.231 -1.307 0.00
H -3.366 -1.165 -2.678 0.08
H -4.828 -0.924 -1.747 0.11
H -3.610 -2.273 -1.415 0.08
H -5.053 -0.238 0.380 0.13
H -3.875 0.841 1.119 0.13
H -4.225 -2.217 1.211 0.12
H -4.438 -1.068 2.453 0.13
H -2.375 -2.329 2.561 0.14
H -2.100 -0.688 2.664 0.13
H -0.849 -3.104 -0.620 0.08
H -2.445 -3.222 0.082 0.08
H -1.064 -3.789 0.958 0.11
H -0.036 -0.003 1.549 0.08
H 0.748 -1.285 0.557 0.06
H 0.221 -1.672 2.184 0.11
H -3.069 1.171 -2.400 0.08
H -2.212 1.847 -1.194 0.05
H -3.909 1.920 -1.055 0.10
F 2.263 -0.177 -0.997 -0.42
C 0.286 2.367 -0.522 -0.05
O 0.526 1.813 -1.845 -0.26
H 1.178 2.783 -0.060 0.10
H -0.491 3.115 -0.686 0.10
H -0.189 1.668 0.160 0.07
H 0.548 2.599 -2.404 0.12
C 3.539 2.324 -2.492 -0.06
O 2.866 1.255 -3.206 -0.24
H 3.204 3.261 -2.941 0.10
H 3.009 2.360 -1.542 0.07
H 4.621 2.274 -2.417 0.12
H 3.427 1.170 -3.989 0.11
C 2.448 0.700 2.961 -0.10
O 2.136 1.467 1.780 -0.15
H 2.010 1.141 3.852 0.09
H 2.062 -0.302 2.775 0.06
H 3.532 0.684 3.077 0.08
H 2.310 0.918 1.012 0.02
C 5.534 -0.661 0.963 -0.14
O 4.963 0.379 0.172 -0.13
H 4.803 -1.136 1.619 0.07
H 5.980 -1.412 0.305 0.08
H 6.385 -0.358 1.570 0.09
H 4.176 0.057 -0.270 0.01
```

***

Record 4
Formula: C13H35NO5
Source: the Open Molecules 2025 dataset
Level of theory: the ωB97M-V functional and the def2-TZVPD basis

Structure (SMILES)   CC1(C)CCCC(C)(C)N1O.CO.CO.CO.CO
ΔE to the lowest compared entry with this formula, charge and spin   0.6283 eV
Total charge   0
Multiplicity   1

Structure (XYZ):
```
54
Properties=species:S:1:pos:R:3:lowdin_charge:R:1
C 0.072 -1.816 -4.094 -0.03
C 0.131 -1.561 -2.584 -0.48
C -0.786 -0.345 -2.292 -0.02
C -0.340 -2.854 -1.886 -0.14
C -0.016 -2.981 -0.408 -0.15
C 1.507 -2.782 -0.280 -0.13
C 1.976 -1.424 -0.795 -0.51
C 1.666 -0.324 0.274 -0.04
C 3.559 -1.526 -0.741 -0.04
N 1.570 -1.247 -2.183 -0.06
O 1.950 0.053 -2.678 -0.04
H 0.783 -2.612 -4.250 0.08
H -0.933 -2.045 -4.398 0.08
H 0.375 -0.850 -4.513 0.08
H -0.426 0.469 -2.840 0.06
H -1.851 -0.562 -2.537 0.10
H -0.924 -0.268 -1.217 0.04
H -1.337 -2.921 -2.176 0.10
H 0.155 -3.603 -2.447 0.10
H -0.580 -2.251 0.128 0.09
H -0.455 -3.870 -0.032 0.10
H 2.016 -3.526 -0.919 0.12
H 1.824 -2.981 0.723 0.11
H 2.042 -0.512 1.296 0.09
H 0.588 -0.190 0.314 0.05
H 2.071 0.628 -0.050 0.07
H 3.913 -0.613 -1.314 0.09
H 3.862 -2.404 -1.325 0.08
H 3.936 -1.580 0.276 0.08
H 2.867 -0.114 -3.027 0.12
C -0.342 4.225 3.663 -0.15
O -0.907 3.083 3.086 -0.17
H 0.719 4.457 3.326 0.10
H -0.996 5.071 3.390 0.09
H -0.321 4.238 4.713 0.06
H -0.883 3.163 2.071 0.06
C -0.775 -0.129 3.535 -0.17
O -1.907 0.550 3.070 -0.15
H 0.108 0.533 3.431 0.08
H -0.840 -0.351 4.641 0.09
H -0.524 -1.150 3.124 0.09
H -1.669 1.507 3.174 0.06
C 0.143 2.838 0.155 -0.14
O -1.221 3.033 0.408 -0.14
H 0.380 1.989 -0.478 0.06
H 0.564 3.758 -0.315 0.11
H 0.633 2.646 1.103 0.07
H -1.652 2.144 0.420 0.04
C -3.579 0.991 0.458 -0.12
O -2.245 0.554 0.391 -0.16
H -3.628 2.039 0.382 0.07
H -4.058 0.536 -0.403 0.09
H -4.068 0.685 1.328 0.07
H -2.149 0.204 1.303 0.06
```

***

Record 5
Formula: C13H36ClDyIP3
Source: the Open Molecules 2025 dataset
Level of theory: the ωB97M-V functional and the def2-TZVPD basis

Expectation value of S²   9.344
ΔE to the lowest compared entry with this formula, charge and spin   0.0000 eV
Total charge   +2
Multiplicity   6

Structure (XYZ):
```
55
Properties=species:S:1:pos:R:3:lowdin_charge:R:1
C 3.687 -1.822 -4.896 -0.31
I 2.457 -0.885 -3.258 0.84
H 3.660 -2.910 -4.791 0.03
H 4.692 -1.415 -4.761 0.03
H 3.232 -1.483 -5.829 0.03
Dy 0.629 -0.418 -1.063 0.51
P 2.497 -0.852 0.910 0.64
C 3.768 0.503 0.980 -0.25
C 2.113 -1.207 2.675 -0.25
H 3.007 -1.421 3.283 0.07
H 4.304 -2.528 1.089 0.07
H 1.448 -2.077 2.711 0.05
H 2.792 -3.178 0.369 0.03
H 3.246 1.417 1.296 0.03
H 1.561 -0.359 3.101 0.01
C 3.475 -2.322 0.403 -0.28
H 4.606 0.283 1.670 0.07
H 3.853 -2.159 -0.613 0.01
H 4.151 0.655 -0.040 0.04
P -1.877 -0.458 -2.300 0.67
C -2.251 1.013 -3.387 -0.25
C -1.921 -1.859 -3.502 -0.26
H -3.355 -1.602 -0.779 0.05
H -4.334 -0.785 -2.045 0.07
H -3.592 0.149 -0.702 0.04
C -3.454 -0.693 -1.388 -0.25
H -1.779 -2.780 -2.927 0.03
H -2.867 -1.891 -4.059 0.07
H -3.198 0.898 -3.954 0.07
H -1.407 1.134 -4.075 0.04
H -1.073 -1.751 -4.186 0.03
H -2.302 1.889 -2.735 0.03
Cl -0.143 -2.667 -0.397 -0.04
C -1.808 -1.267 3.013 -0.12
C -2.165 -0.103 2.062 -0.41
P -0.658 0.675 1.420 0.91
C -0.258 2.018 0.060 -0.46
C -0.821 3.422 0.253 -0.13
C -0.308 1.719 2.883 -0.40
C -1.468 2.624 3.305 -0.12
H -1.313 -2.089 2.480 0.05
H -2.764 -1.641 3.412 0.10
H -1.163 -0.985 3.849 0.07
H -2.775 -0.502 1.235 0.05
H -2.770 0.623 2.640 0.07
H 0.855 2.083 0.042 0.07
H -0.635 1.630 -0.925 -0.02
H -0.512 3.885 1.197 0.07
H -0.422 4.043 -0.561 0.09
H -1.906 3.434 0.200 0.09
H -0.036 1.058 3.702 0.07
H 0.573 2.327 2.649 0.09
H -2.377 2.104 3.610 0.07
H -1.140 3.215 4.169 0.10
H -1.757 3.310 2.504 0.05
```

***

Record 6
Formula: C13H36O11V
Source: the Open Molecules 2025 dataset
Level of theory: the ωB97M-V functional and the def2-TZVPD basis

ΔE to the lowest compared entry with this formula, charge and spin   0.0260 eV
Total charge   -1
Multiplicity   1

Structure (XYZ):
```
61
Properties=species:S:1:pos:R:3:lowdin_charge:R:1
O -0.659 -0.459 0.448 -0.37
V -0.533 -0.757 2.015 0.97
O 0.768 0.100 2.521 -0.39
C -2.351 -2.069 3.592 -1.15
O -3.365 -2.375 4.171 -0.02
O -2.338 -2.211 2.361 -0.11
O -1.398 -1.449 4.061 -0.09
O -2.115 0.953 2.346 -0.03
H -2.150 1.795 1.892 0.07
H -2.928 0.918 2.851 0.09
O 0.688 -2.693 2.175 -0.03
H 1.296 -3.222 1.659 0.08
H 0.186 -3.330 2.683 0.08
C 3.979 -0.542 1.711 -0.05
C 4.349 0.939 1.937 -0.50
C 3.995 1.310 3.384 -0.05
O 5.681 1.256 1.612 -0.05
H 4.321 -1.138 2.558 0.08
H 4.492 -0.864 0.806 0.07
H 2.895 -0.656 1.738 0.05
H 3.683 1.524 1.304 0.12
H 4.670 0.773 4.051 0.08
H 2.949 1.150 3.647 0.07
H 4.231 2.358 3.571 0.07
H 5.866 0.993 0.708 0.08
C -1.440 -3.738 -0.915 -0.04
C -1.031 -5.217 -0.891 -0.49
C -2.089 -6.126 -1.547 -0.08
O 0.136 -5.608 -1.553 -0.05
H -1.288 -3.342 -1.919 0.08
H -0.913 -3.161 -0.155 0.04
H -2.474 -3.479 -0.684 0.09
H -0.999 -5.469 0.169 0.14
H -2.192 -6.049 -2.629 0.07
H -3.041 -5.903 -1.065 0.07
H -1.930 -7.175 -1.296 0.07
H 0.026 -5.479 -2.497 0.08
C -3.101 2.973 -2.046 -0.06
C -2.640 2.297 -3.304 -0.49
C -2.166 0.860 -2.967 -0.05
O -3.770 2.183 -4.152 -0.06
H -3.611 3.913 -2.255 0.08
H -2.255 3.183 -1.390 0.07
H -3.813 2.366 -1.486 0.09
H -1.859 2.886 -3.786 0.13
H -1.450 0.581 -3.741 0.07
H -2.960 0.116 -2.906 0.09
H -1.519 0.805 -2.092 0.05
H -3.510 1.550 -4.825 0.08
C 0.895 2.426 -0.419 -0.04
C 1.241 3.893 -0.481 -0.52
C 1.504 4.439 -1.870 -0.06
O 0.152 4.619 -0.008 -0.05
H 0.075 2.020 -1.011 0.06
H 0.664 2.124 0.603 0.07
H 1.809 1.898 -0.688 0.08
H 2.121 4.083 0.135 0.13
H 0.632 4.423 -2.523 0.08
H 2.361 3.876 -2.241 0.08
H 1.759 5.493 -1.761 0.07
H 0.463 5.432 0.397 0.09
```

***

For reference, max |F| by record: 1.17, 0.50, 7.76, 3.26, 2.51, 7.42 eV/A.